Entry 1:
This record from OMol25 describes a molecular structure, C3H4IN2P. The level of theory is ωB97M-V/def2-TZVPD.

XYZ file:
```
11
Properties=species:S:1:pos:R:3:mulliken_charge:R:1
I -3.38 1.34 -1.27 0.124
P 0.41 -0.16 -2.31 0.084
N 0.99 -0.51 -0.81 -0.411
N -1.02 0.22 0.09 -0.328
C 0.25 -0.22 0.19 0.736
C -1.59 0.35 -1.02 -0.245
C 0.90 -0.52 1.54 -0.828
H 0.12 -0.84 2.25 0.270
H 1.67 -1.27 1.25 0.297
H 0.35 1.28 -2.05 0.080
H 1.30 0.32 2.14 0.222
```

Values from the calculation:
Gap between HOMO and LUMO   0.3014 Ha
Multiplicity   1
Max |F|   0.059 Eh/bohr
Total charge   0
E_tot   -23542.9159 eV
Relative energy (zero: lowest compared OMol25 entry of this formula, charge and spin)   144.45 kJ/mol

=====

Entry 2:
This record from OMol25 describes a molecular structure, C21H16BrEuIN3O3. The level of theory is ωB97M-V/def2-TZVPD.

XYZ file:
```
46
Properties=species:S:1:pos:R:3:mulliken_charge:R:1
Eu -0.47 -2.62 -0.05 1.195
I -0.99 -5.47 -0.01 -0.535
Br -0.27 0.84 5.74 -0.181
O 1.39 -2.27 -1.07 -0.829
O -0.42 -1.55 3.98 -0.631
O -0.41 -1.56 1.75 -0.434
N -0.65 -0.76 -1.41 0.046
N -2.85 -2.00 -0.75 -0.145
N 0.58 -0.14 -1.56 -0.774
C -0.30 -0.98 2.92 0.550
C 0.10 1.35 3.95 -0.163
C 5.57 0.48 -1.43 -0.357
C -5.37 -0.81 -0.99 -0.330
C 4.51 1.36 -1.61 -0.668
C 0.67 2.39 1.44 -0.436
C -1.74 1.43 -1.90 -1.495
C -3.98 -2.68 -0.48 0.044
C 0.43 2.70 3.80 -0.467
C 0.05 0.50 2.85 -0.134
C -2.96 -0.69 -1.20 0.844
C 1.54 -0.98 -1.35 0.488
C -1.77 -0.02 -1.52 0.221
C 0.34 1.05 1.60 0.512
C 4.00 -1.33 -1.21 -0.427
C 0.71 3.22 2.55 -0.562
C -4.25 -0.08 -1.28 -0.774
C 2.93 -0.45 -1.39 0.393
C 3.20 0.90 -1.59 -0.177
C -5.24 -2.16 -0.59 -0.825
C 5.31 -0.87 -1.23 -0.600
H 4.71 2.41 -1.77 0.369
H 2.37 1.58 -1.73 0.382
H -6.10 -2.76 -0.34 0.358
H 0.97 4.26 2.45 0.357
H 0.30 0.42 0.73 0.218
H -6.34 -0.34 -1.05 0.401
H 0.88 2.77 0.45 0.394
H -0.77 1.68 -2.32 0.376
H -3.83 -3.70 -0.15 0.232
H -4.33 0.95 -1.58 0.253
H 0.45 3.33 4.67 0.398
H 3.77 -2.38 -1.05 0.439
H -1.91 2.07 -1.03 0.271
H 6.59 0.84 -1.44 0.365
H -2.52 1.66 -2.64 0.458
H 6.12 -1.57 -1.08 0.380
```

Values from the calculation:
Gap between HOMO and LUMO (alpha / beta)   0.2077 / 0.2812 Ha
Multiplicity   8
Max |F|   0.028 Eh/bohr
Total charge   -1
E_tot   -130127.1570 eV

=====

Entry 3:
This record from OMol25 describes a gas-phase ion, C7H9N2 (charge +1). The level of theory is ωB97M-V/def2-TZVPD.

XYZ file:
```
18
Properties=species:S:1:pos:R:3:mulliken_charge:R:1
N -0.11 -0.25 0.09 0.439
N -0.34 0.52 1.12 -0.050
C 0.27 -1.26 -2.37 -0.167
C -0.96 -1.19 -1.83 -0.376
C -1.00 1.15 1.84 0.530
C -1.19 -0.42 -0.66 -0.378
C 1.23 -0.78 -0.13 -0.484
C 1.48 -0.76 -1.64 -0.672
C -1.69 1.92 2.78 -0.963
H 1.97 -0.18 0.40 0.374
H 0.42 -1.62 -3.38 0.381
H -1.36 2.96 2.76 0.320
H 1.71 0.25 -2.00 0.315
H 2.34 -1.38 -1.88 0.394
H -1.57 1.52 3.79 0.324
H -1.83 -1.55 -2.36 0.398
H 1.26 -1.81 0.24 0.289
H -2.75 1.89 2.51 0.327
```

Values from the calculation:
Gap between HOMO and LUMO   0.3078 Ha
Multiplicity   1
Max |F|   0.073 Eh/bohr
Total charge   +1
E_tot   -10373.5318 eV
Relative energy (zero: lowest compared OMol25 entry of this formula, charge and spin)   481.61 kJ/mol

=====

Entry 4:
This record from OMol25 describes a single C14H18N4O3 molecule. The level of theory is ωB97M-V/def2-TZVPD.

XYZ file:
```
39
Properties=species:S:1:pos:R:3:mulliken_charge:R:1
O -4.19 -0.51 0.52 -0.384
O -4.02 0.79 -1.32 -0.662
O 4.69 1.64 -0.60 -0.717
N 1.43 -0.53 0.58 -0.165
N -2.16 0.08 -0.24 0.102
N 4.65 -1.15 -0.53 -0.666
N 3.63 -0.33 -0.19 0.349
C 1.37 0.81 0.57 0.293
C -0.68 2.01 -0.23 -0.905
C -6.01 -1.62 -0.65 -1.119
C 2.96 -2.43 0.09 -1.029
C 2.42 1.61 0.20 -0.816
C 3.67 1.08 -0.23 0.402
C -1.27 0.87 -1.06 -1.050
C -0.86 0.52 1.78 -1.083
C 2.56 -1.07 0.20 0.516
C -3.49 0.18 -0.42 0.787
C -5.60 -0.55 0.35 -0.290
C 4.25 -2.42 -0.36 -0.185
C 0.07 1.45 1.00 0.218
C -1.51 -0.54 0.89 -0.703
H -7.10 -1.66 -0.71 0.383
H 5.53 -0.75 -0.84 0.197
H -0.74 -1.21 0.52 0.287
H -5.61 -1.37 -1.63 0.309
H -2.25 -1.10 1.46 0.420
H -0.47 0.22 -1.44 0.363
H -6.00 -0.76 1.34 0.321
H 0.00 2.60 -0.85 0.503
H -1.84 1.27 -1.90 0.507
H -1.64 1.13 2.25 0.438
H -5.94 0.44 0.01 0.328
H 2.33 2.69 0.22 0.475
H -0.30 0.02 2.57 0.411
H 0.33 2.30 1.64 0.517
H -5.64 -2.59 -0.35 0.288
H -1.49 2.66 0.11 0.456
H 4.91 -3.24 -0.57 0.465
H 2.35 -3.28 0.33 0.438
```

Values from the calculation:
Gap between HOMO and LUMO   0.3291 Ha
Multiplicity   1
Max |F|   0.011 Eh/bohr
Total charge   0
E_tot   -26913.6781 eV
Relative energy (zero: lowest compared OMol25 entry of this formula, charge and spin)   107.51 kJ/mol
SMILES   CCOC(=O)N1CCC(c2cc(=O)n3[nH]ccc3n2)CC1